42
Properties=species:S:1:pos:R:3:forces:R:3 method="wB97M-V/def2-TZVPD" e_above_lowest_ev=12.387 homo_lumo_gap_ev=8.508 lumo_energy_ev=-0.53 fmax_ev_per_a=16.53 energy_ev=-30560.558
C -4.386948 -1.988683 -0.444366 -7.4 5.1 3.3
C -4.149284 -0.696758 0.248127 -4.4 3.4 4.1
C -2.714208 -0.058128 0.231997 -3.9 0.9 1.9
C -2.340171 0.251828 -1.162148 -3.2 -2.5 -3.3
C -1.030019 0.773669 -1.137971 -3.8 6.9 1.7
O -0.058626 0.282576 -0.793234 5.7 -3.3 0.0
N -1.186906 2.198244 -0.859408 3.3 1.6 -2.4
N 0.025984 3.039394 -0.753929 -2.7 -2.4 2.8
C 0.444725 2.839793 0.553511 1.1 1.0 3.4
O -0.182965 2.344659 1.514889 0.9 1.2 -3.0
C 1.903139 3.344098 0.848734 0.7 -4.1 -0.8
C 2.647811 2.099416 0.062665 3.8 -3.0 0.3
O 3.519145 2.016385 -0.879873 -3.6 2.6 2.2
N 2.488495 0.899524 0.778376 -2.5 -0.7 0.0
C 2.765568 -0.474238 0.128444 -9.7 5.2 9.2
C 3.846045 -0.703916 -0.386774 13.8 -1.6 -9.0
C 4.246821 -2.091664 -0.950261 -0.5 5.1 1.6
C 3.329921 -3.052506 -0.664225 10.6 -2.0 -6.2
C 2.329993 -2.688553 -0.062328 -13.0 1.1 7.5
C 1.887391 -1.492240 0.640139 4.1 -2.2 -5.7
C 0.591957 -1.442807 1.166989 -3.2 2.4 5.6
O -0.404640 -2.103671 1.271108 1.2 -0.8 -1.8
O 0.571824 -0.323248 2.216248 -2.2 -1.2 0.0
H -0.371342 -0.332848 2.725628 3.2 -0.1 -2.2
H 1.538612 -3.435864 -0.041438 -0.2 -0.3 0.5
H 3.678322 -3.957301 -1.142674 -1.3 -0.9 0.4
H 5.114828 -2.258345 -1.594003 -0.2 0.3 0.5
H 4.600222 0.324009 -0.761258 -2.6 -3.6 1.5
H 1.647013 0.773706 1.546564 2.3 0.6 -2.3
H 2.227255 3.154763 1.965259 -0.9 1.0 -2.4
H 2.236211 4.194431 0.294275 0.0 0.9 0.3
H 0.709827 3.107306 -1.488861 0.0 -0.4 -0.3
H -1.941179 2.850174 -0.853678 -1.0 -0.6 -0.6
H -2.292624 -0.723482 -1.787002 -0.4 1.4 1.0
H -3.150039 0.896506 -1.589706 1.1 -0.3 -0.1
H -2.772742 0.909804 0.974615 0.9 -2.7 -1.8
H -2.173312 -0.918416 0.454501 1.8 -0.7 1.7
H -4.606633 -0.842429 1.552592 1.8 0.6 -3.8
H -4.995219 0.108701 -0.150057 2.2 -1.7 0.9
H -3.831269 -2.589430 -0.074405 7.8 -7.8 3.4
H -5.356237 -2.478284 -0.245371 -0.1 0.9 0.2
H -4.406752 -1.756166 -1.351695 0.6 0.8 -8.1

=====

50
Properties=species:S:1:pos:R:3:forces:R:3 method="wB97M-V/def2-TZVPD" e_above_lowest_ev=0.198 homo_lumo_gap_ev=6.529 lumo_energy_ev=2.43 fmax_ev_per_a=0.42 charge=-1 energy_ev=-315420.468
Zr 0.246585 -1.041037 -0.188583 -0.1 0.0 -0.4
O 0.784814 2.089083 -3.055871 0.1 0.0 0.0
C 0.767125 0.994671 -2.497275 0.0 -0.1 -0.1
N 1.059395 0.726884 -1.217382 -0.2 -0.1 0.1
C 1.501155 1.844281 -0.420526 0.0 0.0 0.0
C 2.249200 1.310471 0.767092 0.0 0.0 0.0
C 3.140438 2.093976 1.480405 0.0 0.0 0.0
C 3.850195 1.524121 2.525888 0.0 0.0 0.0
C 3.653901 0.188720 2.817324 0.0 0.0 0.0
C 2.738437 -0.528094 2.065859 0.0 0.0 0.0
N 2.042596 0.021213 1.067989 0.0 0.0 0.0
C 0.427760 -0.254407 -3.267009 -0.1 0.1 0.0
C 0.096395 -0.197613 -4.603961 0.1 -0.1 0.0
C -0.207828 -1.384775 -5.252012 0.0 -0.1 0.0
C -0.174246 -2.570655 -4.538456 0.0 0.0 0.0
C 0.138795 -2.532578 -3.188120 0.0 0.0 0.0
N 0.435171 -1.392867 -2.570587 0.0 0.0 0.0
H 2.148789 2.505135 -1.003312 0.0 0.0 0.0
H 0.655432 2.458776 -0.081528 0.0 0.0 0.0
H 3.288709 3.127396 1.194653 0.0 0.0 0.0
H 4.557742 2.116014 3.093508 0.0 0.0 0.0
H 4.177146 -0.305223 3.622964 0.0 0.0 0.0
H 2.570741 -1.577138 2.255834 0.0 0.0 0.0
H 0.085201 0.765716 -5.092992 0.0 0.0 0.0
H -0.480145 -1.383641 -6.300039 0.0 0.0 0.0
H -0.420644 -3.515556 -5.000966 0.0 0.0 0.0
H 0.137226 -3.418026 -2.567557 0.0 0.0 0.0
Se 0.464752 -1.398979 4.262710 0.0 0.0 0.0
Se -0.239587 -2.473443 2.337525 0.0 0.0 0.0
Se 1.380108 -4.020313 1.580392 0.1 0.0 0.1
Se 2.230543 -2.946091 -0.340136 -0.1 -0.1 0.0
C -2.993009 1.691256 0.478478 0.0 -0.1 -0.1
P -1.873858 1.044335 1.717355 0.0 0.0 0.1
C -1.318612 2.412548 2.741688 0.0 0.0 0.0
C -2.811467 -0.066079 2.749513 0.0 -0.1 -0.1
O -0.636638 0.411040 1.117001 -0.1 0.0 0.1
H -3.755613 2.319700 0.940347 0.0 0.0 0.0
H -3.455986 0.839720 -0.020443 0.0 0.0 0.0
H -2.428071 2.257268 -0.262616 0.0 0.0 0.0
H -2.160377 2.897480 3.237213 0.0 0.0 0.0
H -0.789372 3.138980 2.124304 0.0 0.0 0.0
H -0.634441 2.003510 3.487336 0.0 0.0 0.0
H -3.673205 0.454751 3.170620 0.0 0.0 0.0
H -2.163988 -0.446912 3.542542 0.0 0.0 0.0
H -3.153257 -0.886056 2.112018 0.0 0.0 0.0
O -1.665125 -0.462436 -1.177094 0.2 0.1 0.0
S -2.375239 -1.802906 -1.030807 -0.3 -0.2 0.0
O -2.831783 -2.310096 -2.297370 0.1 0.0 0.0
O -1.189339 -2.634969 -0.511491 0.1 0.2 0.1
O -3.396522 -1.687155 -0.004426 0.1 0.0 -0.1

=====

39
Properties=species:S:1:pos:R:3:forces:R:3 method="wB97M-V/def2-TZVPD" e_above_lowest_ev=2.122 homo_lumo_gap_ev=8.732 lumo_energy_ev=0.56 fmax_ev_per_a=1.24 energy_ev=-33215.818
C -2.325985 -3.897223 0.036776 0.1 0.2 0.2
H -2.581189 -4.872097 0.441668 -0.1 -0.1 0.0
H -3.219909 -3.452408 -0.396828 -0.1 0.0 0.0
C -1.759932 -3.007913 1.139968 -0.1 -0.4 0.0
N -1.420925 -1.687823 0.661140 -0.1 0.4 -0.2
C -0.221917 -1.392221 0.107574 -0.2 -0.2 0.0
N -0.074540 -0.151483 -0.439948 -0.1 -0.2 0.0
C -1.053837 0.853522 -0.295243 -0.5 0.4 0.1
C -1.547124 1.186002 0.967156 0.1 0.0 -0.1
C -2.495530 2.181577 1.106096 -0.1 0.0 0.0
C -2.963792 2.861802 -0.006018 0.0 0.1 0.0
C -2.482099 2.533029 -1.261862 0.0 0.1 0.0
C -1.537519 1.534020 -1.410514 0.0 -0.2 0.1
H -1.185118 1.272331 -2.397228 0.1 0.0 -0.1
H -2.848418 3.052011 -2.134929 0.0 0.0 -0.1
H -3.700577 3.642180 0.105224 -0.1 0.1 0.0
H -2.864197 2.432447 2.089370 0.0 0.0 0.1
H -1.172205 0.665013 1.835736 0.1 0.0 0.1
C 1.140955 0.161442 -1.181792 0.4 0.1 -0.1
C 2.296216 0.543422 -0.310222 0.2 0.5 0.5
C 2.396668 1.569462 0.592734 -0.1 -0.6 -0.7
O 3.628700 1.564279 1.128142 -0.7 0.5 0.2
N 4.352676 0.555419 0.582664 0.9 -0.8 -0.3
C 3.588280 -0.065827 -0.272303 -0.3 0.5 0.3
C 4.079289 -1.215311 -1.066233 0.1 -0.1 0.1
H 4.021604 -0.992046 -2.130608 0.0 0.0 -0.1
H 3.464321 -2.090179 -0.862443 0.0 0.0 -0.1
H 5.109293 -1.424550 -0.795571 0.1 0.0 0.0
C 1.461365 2.631004 1.042220 0.2 -0.1 0.1
H 2.034893 3.499932 1.355893 0.0 0.1 0.0
H 0.870689 2.288165 1.890665 -0.1 0.0 0.0
H 0.783299 2.907848 0.238731 -0.1 0.0 0.0
H 0.914697 0.988383 -1.859470 -0.1 -0.2 0.0
H 1.422943 -0.718498 -1.766224 -0.1 0.2 0.0
S 1.005769 -2.500156 0.077662 0.4 -0.5 0.0
H -2.198112 -1.079655 0.444265 0.1 0.0 0.1
H -2.487318 -2.891116 1.947962 0.1 0.0 0.0
H -0.848329 -3.455335 1.541548 -0.2 0.1 0.0
H -1.583080 -4.029435 -0.745754 0.1 0.0 -0.1

=====

51
Properties=species:S:1:pos:R:3:forces:R:3 method="wB97M-V/def2-TZVPD" e_above_lowest_ev=0.410 homo_lumo_gap_ev=6.157 lumo_energy_ev=4.21 fmax_ev_per_a=1.03 charge=-2 energy_ev=-65776.900
Pd -1.797301 0.662260 -1.740739 -0.2 -0.1 0.3
N 1.412340 1.334378 -0.751642 -0.2 0.0 -0.1
N 1.131757 1.665875 0.599421 -0.6 0.5 -0.6
C 0.327134 2.663429 0.943977 0.2 -0.1 -0.3
N 0.084214 2.787287 2.256479 -0.1 0.4 0.0
N -0.201320 3.373324 -0.071563 -0.2 0.2 -0.1
N -0.894403 4.481616 0.221540 0.4 0.0 0.0
O -1.499688 5.005202 -0.702550 -0.1 0.0 -0.1
O -0.865016 5.012845 1.351847 -0.1 0.0 0.0
H 0.504645 1.156363 -1.205890 0.1 0.3 0.0
H 1.835381 0.411870 -0.711999 0.1 0.0 0.2
H 1.617386 1.150847 1.322959 0.3 -0.5 0.3
H 0.402114 2.055310 2.883893 0.0 -0.2 0.3
H -0.234036 3.686108 2.576097 -0.2 -0.1 -0.1
C -1.403771 4.623997 -4.201088 0.0 0.0 0.0
C -1.686156 3.148538 -4.114440 0.0 0.1 0.0
C -2.856358 2.677406 -3.559359 0.1 0.0 0.1
C -3.093316 1.293817 -3.397027 0.1 0.0 0.0
C -2.119559 0.358820 -3.824444 0.0 0.0 -0.2
C -0.910487 0.861555 -4.367823 0.0 0.0 0.0
C -0.713935 2.216003 -4.518744 0.0 0.0 0.0
S -2.534307 -1.370728 -4.092307 -0.1 0.0 0.0
O -2.918617 -1.437304 -5.497080 0.1 0.0 0.0
O -1.295885 -2.094779 -3.786845 0.0 0.0 0.0
O -3.617897 -1.671764 -3.164949 0.0 0.0 0.0
H -2.311459 5.206447 -4.037554 0.0 0.0 0.0
H -0.989816 4.897963 -5.175333 0.0 0.0 0.0
H -0.683310 4.921070 -3.434263 -0.1 0.0 0.0
H -3.607770 3.381103 -3.217775 0.0 0.0 0.0
H -4.071955 0.931293 -3.107177 0.0 0.0 0.0
H -0.164565 0.145562 -4.689411 0.0 0.0 0.0
H 0.224203 2.575213 -4.930858 0.0 0.0 0.0
S -1.499161 -3.153549 0.535118 0.0 0.0 0.0
C -1.480536 -1.977413 1.782008 0.0 0.0 0.0
C -1.308495 -0.748293 1.242759 0.1 0.1 0.0
N -1.177394 -0.722801 -0.127782 -0.2 -0.1 -0.1
C -1.264585 -1.923524 -0.635717 0.1 -0.1 0.1
H -1.574308 -2.218547 2.827621 0.0 0.0 0.0
H -1.246283 0.168574 1.806907 0.0 0.1 0.0
H -1.206889 -2.150018 -1.697626 0.0 0.1 -0.1
O -0.304551 0.360169 5.867221 0.2 0.0 -0.1
C 0.661146 0.089975 5.167134 -0.1 0.0 0.2
C 1.784874 -0.846418 5.647213 0.0 0.0 -0.1
C 2.684251 -0.968319 4.427158 0.0 0.0 0.0
C 2.038691 -0.001720 3.427441 -0.3 -0.2 0.4
O 2.514694 0.196484 2.308104 0.4 -0.2 0.1
N 0.909100 0.551588 3.910119 0.1 0.0 -0.1
H 1.349265 -1.785808 5.988060 0.0 0.0 0.0
H 2.273044 -0.380569 6.505146 0.0 0.0 0.0
H 2.688533 -1.966338 3.985581 0.0 0.0 0.0
H 3.722667 -0.679015 4.590347 0.0 0.0 0.0

=====

40
Properties=species:S:1:pos:R:3:forces:R:3 method="wB97M-V/def2-TZVPD" e_above_lowest_ev=4.884 homo_lumo_gap_ev="4.034 / 5.396" lumo_energy_ev="-1.16 / -1.30" fmax_ev_per_a=2.77 energy_ev=-23641.696
C -0.927991 1.903220 2.732763 -0.2 0.2 -0.5
C -0.943091 -1.797490 2.890115 -0.1 0.0 0.0
H 0.163813 1.942259 2.669645 -0.3 0.4 0.4
H -1.386366 1.088927 3.300091 0.0 0.5 0.0
H -1.476157 2.365189 1.898575 0.0 -0.1 0.7
H -0.577565 -2.461194 2.094085 -0.3 0.0 0.7
H -0.188119 -1.156772 3.367876 -0.5 -0.7 0.3
H -1.973769 -1.426196 2.829589 0.5 -0.3 0.1
C -0.110811 2.729232 -0.863175 -0.3 -0.2 -1.6
C 0.308308 3.574555 -1.917257 -0.2 -1.2 -0.3
C 0.529510 2.912324 -3.157048 0.1 -0.3 -0.6
C 0.408562 1.493244 -3.318946 -0.3 0.2 0.9
H -0.269732 3.099289 0.159677 -0.1 -0.1 -0.5
H 0.404683 4.675649 -1.794068 0.1 -1.1 -0.1
H 0.821566 3.503682 -4.062385 -0.3 -0.6 1.0
H 0.593241 0.952680 -4.273287 0.1 0.9 0.8
N -0.392851 1.423976 -1.082574 1.3 -0.2 0.3
C -0.035591 0.739166 -2.192766 -0.2 1.7 -0.7
C -0.158506 -0.778968 -2.209937 -0.6 -1.6 -0.6
N -0.514416 -1.430731 -1.081920 0.7 -0.1 0.1
C -0.541542 -2.772553 -0.918086 -0.1 0.5 -1.6
C -0.098196 -2.987312 -3.251715 0.1 0.3 -0.6
C -0.374412 -3.641126 -2.018404 0.1 1.2 -0.2
H -0.744111 -3.137872 0.098126 0.0 0.1 -0.6
H -0.478603 -4.742260 -1.919002 0.2 1.0 -0.2
C 0.036667 -1.566324 -3.379607 -0.2 -0.3 0.9
H 0.251746 -1.038546 -4.334625 -0.1 -1.0 0.7
H 0.027185 -3.594958 -4.183340 -0.1 0.6 1.0
Ba 0.056323 -0.047810 1.067590 0.6 0.1 -0.4
C -3.055277 0.035718 0.591045 0.7 0.0 0.4
H -3.075310 -1.050008 0.506940 -0.2 0.3 0.1
H -2.960448 0.622286 -0.316987 -0.2 -0.1 0.2
H -3.204148 0.520102 1.549515 -0.4 -0.1 -0.2
C 2.538267 0.025581 3.530159 0.6 0.1 0.7
C 3.237224 -0.015433 2.176712 0.3 0.0 -2.8
O 4.453063 -0.024181 2.023373 -0.3 0.0 1.5
O 2.462554 -0.041805 1.115325 -0.3 0.0 1.1
H 3.368825 0.070958 4.245270 -0.5 0.0 0.2
H 1.935447 -0.878873 3.745900 0.4 0.3 -0.3
H 1.890029 0.912372 3.682761 0.4 -0.4 -0.3